Entry from the OMol25 dataset: a structure of composition C29H33AuBrN2O2SSi (ωB97M-V with the def2-TZVPD basis set).

```
70
Properties=species:S:1:pos:R:3
Au 0.03073 0.06625 -0.99643
C 4.54223 -2.08928 -3.77495
Si 4.43015 -2.18771 -1.92714
C 4.26311 -3.92316 -1.28021
C 5.70919 -1.17508 -1.04034
C 2.80432 -1.39053 -1.44628
C 1.73523 -0.85028 -1.18220
H 5.46630 -2.54301 -4.14358
H 4.52248 -1.04793 -4.10604
H 3.70116 -2.60918 -4.24056
H 5.16549 -4.51477 -1.46031
H 3.42243 -4.42656 -1.76541
H 4.07486 -3.90663 -0.20317
H 6.72024 -1.56159 -1.19931
H 5.50949 -1.17211 0.03443
H 5.68124 -0.14075 -1.39303
N -0.93548 -0.69076 0.63110
S -0.14148 -1.79719 1.55072
C 1.00946 -0.95091 2.62910
C 1.41366 0.34113 2.33889
C 2.33599 0.95258 3.17964
C 2.84218 0.26796 4.27470
C 2.43167 -1.03463 4.54393
C 1.51135 -1.65637 3.71851
C -1.41120 -2.22563 2.70894
C -1.88677 -1.27849 3.61004
C -2.94002 -1.63022 4.43545
C -3.49644 -2.90447 4.35396
C -2.98741 -3.84589 3.46839
C -1.93763 -3.50705 2.62748
H -1.24578 0.15953 1.15216
H 1.01780 0.87366 1.48590
H 2.65739 1.96605 2.97386
H 3.56621 0.74727 4.92222
H 2.82997 -1.56487 5.39999
H 1.17903 -2.66815 3.92549
H -1.43803 -0.29250 3.67847
H -3.32875 -0.90874 5.14318
H -4.34064 -3.16320 4.98162
H -3.40869 -4.84151 3.42466
H -1.52817 -4.22695 1.92865
Br 0.03150 8.61809 1.79884
C -0.18916 6.78150 1.40524
C -1.12791 6.04465 2.10655
C -1.27267 4.69349 1.82726
C -0.48245 4.09427 0.85450
C 0.44522 4.85070 0.14707
C 0.59709 6.20273 0.42232
C -0.64017 2.61732 0.60915
O -1.40274 1.93478 1.30858
O 0.09025 2.12263 -0.35210
H -1.73691 6.52241 2.86245
H -1.99815 4.09477 2.36245
H 1.04690 4.37719 -0.61598
H 1.31840 6.79536 -0.12271
C -3.74317 -1.64695 -4.58153
C -3.48694 -0.14837 -4.36629
C -2.88133 0.48639 -5.62904
C -4.78722 0.57370 -3.96732
C -2.52946 0.02380 -3.25615
N -1.80696 0.18961 -2.38103
H -4.46527 -1.76263 -5.38979
H -4.14980 -2.11037 -3.68203
H -2.82549 -2.16709 -4.85819
H -3.59940 0.39456 -6.44412
H -1.95942 -0.01928 -5.91788
H -2.66419 1.54332 -5.47262
H -5.50693 0.47594 -4.78053
H -4.60559 1.63306 -3.78473
H -5.21489 0.13610 -3.06488
```

Properties
Orbital gap (spin up / spin down) ... 4.76 / 4.75 eV
Electronic energy ... -4781.871400 Eh
E_LUMO (spin up / spin down) ... -6.03 / -6.04 eV
Charge ... +1

Entry from the OMol25 dataset: a structure of composition C29H33CoGeN5O5 (ωB97M-V with the def2-TZVPD basis set).

```
74
Properties=species:S:1:pos:R:3
Co -0.10580 0.07483 -0.05668
O 1.91409 -0.02967 -3.54848
C 1.46921 -0.01889 -2.33159
O 0.28167 0.08711 -2.04320
C 2.47111 -0.14487 -1.23151
C 3.83988 -0.09339 -1.29111
C 4.54202 -0.09134 -0.08068
C 3.86128 -0.09788 1.12164
C 2.47272 -0.14752 1.07870
N 1.84473 -0.23217 -0.07150
C 1.48802 -0.05242 2.23914
O 1.82810 -0.09248 3.37991
O 0.23699 0.09260 1.78804
H 1.18462 0.09004 -4.18213
H 4.34385 -0.03289 -2.24730
H 5.62345 -0.04759 -0.08173
H 4.37660 -0.04265 2.07204
O 0.46289 2.08770 -0.11936
N 0.17512 3.37765 -0.09872
C 0.28194 4.05069 1.06057
C 0.04779 5.40630 1.10134
C -0.30229 6.07807 -0.06121
C -0.42213 5.35638 -1.23789
C -0.18504 3.99987 -1.23281
H 0.57080 3.45653 1.91400
H 0.15325 5.92657 2.04253
H -0.47346 7.14573 -0.04945
H -0.69620 5.83571 -2.16702
H -0.26054 3.36534 -2.10201
C 1.22618 -4.91986 -0.92774
N 0.34095 -3.75777 -0.94362
C 0.29409 -3.04483 -2.20221
C -0.22557 -3.25596 0.17379
N -0.57307 -1.98392 0.28438
N -0.44381 -4.12410 1.19486
C -1.06367 -5.42814 0.95280
C -0.58779 -3.61546 2.55524
H 2.20323 -4.63004 -1.32082
H 0.83205 -5.71968 -1.55560
H 1.35804 -5.28687 0.08459
H 0.12539 -3.75553 -3.01105
H 1.24672 -2.54034 -2.40357
H -0.51466 -2.32040 -2.19218
H -1.11508 -1.85546 1.13254
H -1.12384 -5.63202 -0.11148
H -2.07680 -5.43259 1.36119
H -0.49760 -6.22460 1.43660
H -1.60580 -3.26989 2.77197
H 0.11075 -2.80099 2.73484
H -0.35553 -4.42155 3.24902
Ge -2.64861 0.14552 -0.05270
C -3.19116 -0.12471 1.78388
C -2.82234 0.75098 2.80898
C -3.30197 0.55301 4.09284
C -4.13557 -0.52824 4.36240
C -4.49222 -1.41147 3.35165
C -4.01389 -1.21985 2.06278
C -3.24379 1.80996 -0.86488
C -3.85435 1.75504 -2.12213
C -4.34621 2.91592 -2.70140
C -4.20970 4.13256 -2.04304
C -3.59596 4.19401 -0.79606
C -3.09822 3.03934 -0.21290
H -3.30761 -0.98916 -0.85803
H -2.15717 1.58305 2.61054
H -3.02342 1.23398 4.88646
H -4.50698 -0.68352 5.36712
H -5.14212 -2.24965 3.56748
H -4.30207 -1.90457 1.27350
H -3.97081 0.80593 -2.63134
H -4.83828 2.87278 -3.66436
H -4.58913 5.03721 -2.50215
H -3.51091 5.14234 -0.28012
H -2.64153 3.08726 0.76920
```

Properties
Multiplicity ... 6
Orbital gap (spin up / spin down) ... 6.48 / 5.45 eV
Electronic energy ... -5233.924727 Eh
E_LUMO (spin up / spin down) ... -6.45 / -8.39 eV
Charge ... +2

Entry from the OMol25 dataset: a structure of composition C29H33IrN3O (ωB97M-V with the def2-TZVPD basis set).

```
67
Properties=species:S:1:pos:R:3
Ir 0.16297 -0.15737 0.81258
N -1.18112 -1.26798 1.90047
N -0.51761 -2.49866 -0.66179
C 2.06513 0.81470 0.45586
C 2.25517 -0.51683 0.95672
C 1.72171 -0.56363 2.28921
C 1.78414 -1.79774 3.13259
H 1.86580 -2.69228 2.49869
H 0.91456 -1.91419 3.78226
H 2.67930 -1.78460 3.76609
C 1.17924 0.75013 2.58869
C 0.63121 1.31110 3.83309
H 1.41610 1.67354 4.49951
H -0.04568 0.48312 4.34685
H -0.04276 2.13831 3.62254
C 1.36422 1.57036 1.43690
C 1.06180 3.03380 1.38775
H 0.20745 3.27399 2.02219
H 0.84774 3.34199 0.36418
H 1.91611 3.62458 1.74575
C 2.83192 -1.68130 0.22876
H 3.89339 -1.80283 0.46058
H 2.73208 -1.53521 -0.84759
H 2.31396 -2.60526 0.50448
C 2.57448 1.37283 -0.82261
H 1.80877 2.01245 -1.27122
H 2.83216 0.56864 -1.51167
H 3.47189 1.98720 -0.66710
C -1.87865 -0.71166 3.08705
H -2.30079 0.27923 2.82049
C -2.88306 -1.63247 3.69241
H -3.49784 -1.23513 4.49431
C -2.55926 -2.96664 3.65094
H -2.88700 -3.63616 4.45051
C -1.73338 -3.48669 2.64990
H -1.38293 -4.53911 2.62256
C -1.21643 -2.60836 1.65064
C -0.55614 -3.16497 0.52906
H -0.33147 -4.22707 0.49613
C -0.42938 -1.10895 -0.73880
C -0.45556 -3.06816 -1.94782
H -0.44819 -4.12978 -2.10083
C -0.42699 -2.05040 -2.81909
H -0.43038 -2.05623 -3.88953
N -0.40346 -0.84433 -2.09042
C -0.60286 0.44492 -2.68098
C 0.37394 0.99355 -3.52407
C 0.17281 2.29191 -4.01020
H 0.95151 2.75322 -4.61674
C -1.00507 2.99333 -3.74607
C -1.21187 4.38697 -4.26037
H -1.09296 5.12981 -3.46196
H -2.22451 4.50245 -4.66120
H -0.49311 4.62000 -5.04974
C -2.00897 2.37161 -3.00361
H -2.95566 2.88470 -2.83564
C -1.83137 1.08667 -2.48759
C -2.95813 0.37806 -1.81617
H -3.40622 -0.38023 -2.47644
H -3.73836 1.10310 -1.56290
H -2.63578 -0.12370 -0.89577
C 1.61880 0.25338 -3.89520
H 1.51762 -0.23150 -4.87706
H 1.89149 -0.52014 -3.16979
H 2.45423 0.96187 -3.97968
O -0.82306 -1.28133 5.27930
C -0.91569 -0.57065 4.32062
```

Properties
Multiplicity ... 5
Orbital gap (spin up / spin down) ... 2.73 / 5.44 eV
Electronic energy ... -1468.480485 Eh
E_LUMO (spin up / spin down) ... 2.53 / 2.52 eV
Charge ... -1

Entry from the OMol25 dataset: a structure of composition C29H34BIMoN10O3 (ωB97M-V with the def2-TZVPD basis set).

```
79
Properties=species:S:1:pos:R:3
Mo 0.02791 -0.22279 -0.51714
C -2.44781 0.01356 -4.33200
C -2.24720 -1.37448 -3.82580
N -2.52723 -2.39106 -4.61939
C -2.34411 -3.64979 -4.19787
C -1.90226 -3.98990 -2.93486
C -1.77517 -5.41898 -2.50438
O -0.57151 -5.53924 -1.74999
C -1.56777 -2.92245 -2.08424
C -1.25585 -3.10396 -0.68784
N -0.72266 -2.21362 0.08727
C -0.86080 -2.53802 1.48545
C -0.43015 -3.75236 1.99437
C -0.61887 -4.03091 3.34031
C -1.23288 -3.10503 4.17169
C -1.66033 -1.88200 3.66836
C -1.47006 -1.61431 2.32085
I -1.97640 0.25211 1.57260
C -1.72787 -1.62109 -2.53588
O -1.40219 -0.59048 -1.75174
H -3.00855 -0.02084 -5.26164
H -1.48310 0.49147 -4.51567
H -2.98120 0.62023 -3.60128
H -2.57518 -4.42354 -4.91890
H -1.76010 -6.06155 -3.38850
H -2.64027 -5.71060 -1.89481
H -0.38243 -6.47326 -1.61027
H -1.59711 -4.02737 -0.22660
H 0.06796 -4.46132 1.34649
H -0.27615 -4.97183 3.74560
H -1.37548 -3.32515 5.21980
H -2.12519 -1.15670 4.31904
C 2.63703 -1.58018 -3.67758
C 1.40392 -1.58187 -3.04577
N 1.45626 -0.83184 -1.93660
N 2.71208 -0.33635 -1.85089
C 3.43814 -0.78665 -2.87809
B 3.18099 0.39194 -0.58015
N 2.34699 1.67517 -0.31630
C 2.73295 2.94611 -0.17368
C 1.67330 3.68389 0.32514
C 0.64684 2.76192 0.47345
N 1.06245 1.55452 0.08734
N 2.88435 -0.51699 0.61304
C 3.70834 -0.76339 1.63406
C 2.97449 -1.24505 2.69589
C 1.66762 -1.24558 2.23910
N 1.60088 -0.82831 0.96358
H 2.90780 -2.08197 -4.58715
H 0.49261 -2.06500 -3.34034
H 4.47240 -0.50314 -2.96482
H 4.33899 0.65229 -0.65951
H 3.74470 3.23217 -0.40154
H 1.66448 4.72880 0.57241
H -0.36227 2.90779 0.82066
H 4.76056 -0.56475 1.52837
H 3.32870 -1.54983 3.66222
H 0.79018 -1.52190 2.79129
C 1.62429 2.24614 -4.04451
N 0.33357 2.84885 -3.77212
C 0.02822 4.06824 -4.51274
C -1.46608 4.28307 -4.55631
C -1.99537 4.27965 -3.14184
N -1.55478 3.07761 -2.43312
C -2.40333 2.66739 -1.33572
C -0.41421 2.41386 -2.73457
O -0.04043 1.39837 -2.09042
H 1.73568 2.10833 -5.12009
H 1.69274 1.28349 -3.55316
H 2.43496 2.89061 -3.69285
H 0.44449 3.95297 -5.51345
H 0.53195 4.92426 -4.04838
H -1.93897 3.48596 -5.13422
H -1.70063 5.22944 -5.04128
H -3.08600 4.27852 -3.13218
H -1.66563 5.16967 -2.59536
H -3.43169 2.54740 -1.68295
H -2.40288 3.42093 -0.54309
H -2.06947 1.71106 -0.94491
```

Properties
Multiplicity ... 3
Orbital gap (spin up / spin down) ... 7.73 / 6.92 eV
Electronic energy ... -2289.166129 Eh
E_LUMO (spin up / spin down) ... -5.97 / -6.97 eV
Charge ... +2

Entry from the OMol25 dataset: a structure of composition C29H34BrFHfO4P (ωB97M-V with the def2-TZVPD basis set).

```
71
Properties=species:S:1:pos:R:3
Hf -0.48394 -0.11676 0.60810
C -1.81759 -3.25701 -2.14187
C -0.85129 -2.39764 -1.38471
O -1.30420 -1.30961 -0.94059
C 0.50536 -2.80366 -1.17385
C 0.90581 -4.11500 -1.52418
C 2.19664 -4.54663 -1.34215
C 3.14754 -3.66689 -0.82376
C 2.80681 -2.37633 -0.48304
C 1.48450 -1.92027 -0.63137
O 1.20562 -0.68489 -0.27906
H -2.68783 -2.65892 -2.40619
H -2.14642 -4.07189 -1.49354
H -1.37411 -3.69575 -3.03045
H 0.17671 -4.79997 -1.92619
H 2.47599 -5.55597 -1.60046
H 4.16580 -4.00087 -0.68531
H 3.53794 -1.68949 -0.08671
F 0.09888 1.02542 2.05473
C 0.59491 1.42656 -2.99375
C -0.76824 2.08857 -2.75909
C -1.86330 1.21041 -3.36404
C -0.77475 3.46214 -3.42976
P -0.98076 2.19629 -0.90229
C 0.22542 3.43940 -0.37934
C 0.01378 4.81600 -0.46604
C 1.01280 5.69948 -0.09677
C 2.23489 5.22015 0.35098
C 2.45670 3.85366 0.43099
C 1.45559 2.96571 0.07089
C -2.70264 2.71801 -0.39484
C -3.34194 3.84893 -1.20056
C -2.62577 3.09435 1.09007
C -3.59710 1.47815 -0.52371
H 0.76309 1.33770 -4.06598
H 0.64101 0.42583 -2.55648
H 1.40660 2.02255 -2.57868
H -1.61521 1.00490 -4.40514
H -2.83480 1.70236 -3.35261
H -1.94619 0.25539 -2.84208
H -0.59679 3.33238 -4.49645
H 0.01673 4.09820 -3.03683
H -1.72823 3.97438 -3.31568
H -0.92806 5.20977 -0.82666
H 0.83745 6.76375 -0.16278
H 3.01278 5.91226 0.63714
H 3.40533 3.47371 0.78202
H 1.64333 1.89692 0.14514
H -2.73592 4.75546 -1.21322
H -4.29823 4.10141 -0.74484
H -3.53913 3.55202 -2.22861
H -2.08523 4.02102 1.25670
H -2.13347 2.30825 1.67422
H -3.63803 3.21970 1.47512
H -3.70061 1.13804 -1.55478
H -4.59250 1.72121 -0.15302
H -3.23926 0.64125 0.08649
Br -4.69196 -1.54142 6.59570
C -3.06706 -2.02972 5.75865
C -2.14651 -2.81420 6.44307
C -0.95571 -3.17247 5.83386
C -0.67955 -2.75470 4.54319
C -1.60822 -1.96672 3.86447
C -2.80877 -1.60004 4.46881
C -1.32018 -1.52050 2.49640
O -2.10252 -0.73413 1.86857
O -0.25197 -1.84266 1.90047
H -2.36461 -3.14112 7.44834
H -0.24466 -3.77882 6.37360
H 0.24487 -3.02473 4.05430
H -3.51687 -0.98827 3.93320
```

Properties
Orbital gap ... 7.74 eV
Electronic energy ... -4489.748011 Eh
E_LUMO ... -3.70 eV
Charge ... +1

Entry from the OMol25 dataset: a structure of composition C29H34I2NO9PbSSi (ωB97M-V with the def2-TZVPD basis set).

```
78
Properties=species:S:1:pos:R:3
Pb 1.15983 -0.11189 -1.46550
O 4.62280 1.11611 1.28003
S 3.30490 1.16508 0.73868
O 2.56415 1.93801 1.93043
O 2.58864 -0.10040 0.53809
O 3.12655 1.97094 -0.47850
O 4.66403 6.62920 -3.63078
C 3.65478 6.41870 -2.72878
O 3.03988 7.28461 -2.16795
C 3.45823 4.96788 -2.33211
N 4.35383 4.05200 -3.01948
C 3.52468 3.01263 -3.68862
C 2.22750 3.70167 -3.97929
C 2.06963 4.50723 -2.72684
H 3.52391 4.92280 -1.27403
H 5.10540 3.70455 -2.47977
H 4.91470 5.78343 -4.01531
H 3.34924 2.13060 -3.07245
H 4.12889 2.63589 -4.44806
H 1.42209 2.96331 -4.16578
H 2.25729 4.25134 -4.86633
H 1.73950 3.90019 -1.86588
H 1.37592 5.34843 -2.77995
C -3.20526 -1.60420 -0.94461
C -3.01898 -0.24520 -0.28364
C -4.25690 0.19704 0.60014
C -2.65397 0.77201 -1.40629
Si -1.50988 -0.29913 0.83854
O -0.35732 0.38387 -0.00140
C -1.92197 0.68245 2.41341
C -1.98556 2.05167 2.21157
C -2.42853 2.91117 3.26872
C -2.51721 2.42524 4.55297
C -2.28411 1.04953 4.79476
C -2.00699 0.16489 3.73497
C -1.05538 -1.97944 1.63352
C 0.28236 -2.18411 1.92496
C 0.70546 -3.35309 2.55768
C -0.22421 -4.31926 2.89036
C -1.55905 -4.14088 2.47200
C -1.99067 -2.97428 1.90464
H -4.06512 -1.66448 -1.64435
H -3.49154 -2.33612 -0.17155
H -2.30953 -1.84469 -1.51472
H -5.16323 -0.01712 0.00533
H -4.19057 1.26643 0.69723
H -4.44357 -0.37901 1.51779
H -3.44284 0.91856 -2.15290
H -1.81342 0.35184 -1.85993
H -2.53367 1.82157 -1.06369
H -1.76427 2.47542 1.28623
H -2.54778 3.95612 3.09190
H -2.81675 3.14085 5.40998
H -2.17220 0.74302 5.79496
H -1.76330 -0.83867 3.96970
H 0.93511 -1.35290 1.68834
H 1.75976 -3.41908 2.75873
H 0.01430 -5.23218 3.37866
H -2.32519 -4.86239 2.75424
H -3.07082 -2.77106 1.78056
I 0.54180 4.30364 1.43051
C 1.20252 2.26433 1.98527
H 0.57520 1.58971 1.39007
H 0.92551 2.18854 3.08252
I -0.35518 -8.99839 -0.70277
C -0.08620 -6.92336 -0.89954
C -0.86275 -6.25066 -1.83709
C -0.85112 -4.90413 -2.00259
C 0.18637 -4.23170 -1.29922
C 0.95282 -4.90325 -0.31558
C 0.86239 -6.31013 -0.10997
C 0.48224 -2.80072 -1.49644
O -0.40081 -1.99212 -1.90221
O 1.61893 -2.41180 -1.14745
H -1.68256 -6.77792 -2.30587
H -1.43972 -4.35826 -2.69663
H 1.80078 -4.31897 0.10264
H 1.54624 -6.85154 0.53374
```

Properties
Orbital gap ... 8.46 eV
Electronic energy ... -3333.530115 Eh
E_LUMO ... 1.83 eV
Charge ... -1